# C14H42N14O28

A 14-piece molecular cluster, C14H42N14O28 overall at a distorted geometry (ωB97M-V/def2-TZVPD, the Open Molecules 2025 dataset).

Results
energy above the lowest of the compared OMol25 structures with the same formula, charge and spin	3.4	kcal per mole
HOMO energy (spin up / spin down)	-11.9 / -11.9	eV
largest force on an atom	4.3	eV Å⁻¹
<S²>	0.765
HOMO-LUMO gap (spin up / spin down)	6.5 / 1.9	eV
multiplicity	2
total charge	+1

CARTESIAN COORDINATES (ANGSTROEM)
O1 -16.63192 -22.99310 -6.12662
O2 -19.93783 -16.19743 -4.52238
O3 -16.74737 -18.32274 -3.55602
O4 -18.45134 -24.08377 -10.49493
O5 -21.64473 -23.44342 -6.11710
O6 -18.95765 -16.77593 -7.56103
O7 -21.76336 -15.47942 -5.57746
O8 -19.83200 -19.13139 1.46189
O9 -25.56102 -17.45004 -2.41557
O10 -18.17233 -18.67917 -7.03952
O11 -14.64234 -18.01454 -4.17653
O12 -21.95661 -20.40359 -2.63378
O13 -20.92911 -17.26382 1.32183
O14 -25.42552 -20.52167 -6.40067
O15 -18.87716 -21.93675 -10.45667
O16 -22.09795 -20.21173 -9.95468
O17 -18.76933 -22.07285 -0.27099
O18 -20.45384 -20.76225 -6.40670
O19 -22.61063 -15.27844 -0.17913
O20 -21.54548 -22.31600 -10.06243
O21 -18.03180 -20.50990 -1.54781
O22 -16.62720 -21.16737 -4.88010
O23 -21.93421 -19.41458 -0.83177
O24 -26.81118 -16.24845 -3.73723
O25 -26.36039 -20.55884 -4.42707
O26 -21.76029 -19.30208 -5.41942
O27 -21.12280 -15.12745 -1.72728
O28 -20.88186 -22.99486 -4.17605
N1 -22.15499 -21.37196 -9.58072
N2 -20.06764 -18.06463 0.91083
N3 -18.10718 -17.48634 -7.00579
N4 -20.71032 -19.94315 -5.49736
N5 -16.22265 -21.85178 -5.87256
N6 -20.71288 -15.33468 -4.89434
N7 -18.31998 -21.65118 -1.30917
N8 -22.03109 -15.73884 -1.16017
N9 -21.95743 -20.42670 -1.46242
N10 -25.40726 -20.77723 -5.18936
N11 -15.52001 -18.28932 -3.36805
N12 -18.63755 -22.97367 -9.92532
N13 -20.99028 -23.70773 -5.13206
N14 -25.82116 -16.98452 -3.54292
C1 -19.30643 -17.70071 -0.28366
C2 -23.05712 -21.61255 -8.40412
C3 -22.25044 -21.76155 -0.80046
C4 -20.44630 -25.12746 -5.06778
C5 -24.86363 -17.13083 -4.66171
C6 -22.57042 -16.92863 -1.80007
C7 -15.33597 -21.19767 -6.82528
C8 -20.32164 -13.90040 -4.63997
C9 -24.28793 -21.47991 -4.64900
C10 -18.59838 -22.94558 -8.49817
C11 -14.94317 -18.82420 -2.06800
C12 -16.96280 -16.80704 -6.41938
C13 -17.71905 -22.67273 -2.21063
C14 -19.70066 -19.75271 -4.39610
H1 -21.52012 -21.98195 -0.02189
H2 -24.36049 -22.53801 -4.90045
H3 -19.58164 -18.31788 -1.13890
H4 -18.74642 -19.44200 -4.82152
H5 -24.12683 -21.47361 -8.56071
H6 -17.37814 -16.74479 -5.41353
H7 -19.48060 -20.69061 -3.88618
H8 -14.74698 -22.02895 -7.21277
H9 -18.32833 -21.97914 -8.07253
H10 -19.65020 -23.00717 -8.21895
H11 -16.63951 -22.56635 -2.10406
H12 -18.25812 -17.93240 -0.09530
H13 -14.79293 -17.98711 -1.38624
H14 -21.68131 -17.45424 -2.14838
H15 -23.25577 -21.74797 -0.37947
H16 -14.79342 -20.42935 -6.27445
H17 -16.72040 -15.88121 -6.94106
H18 -22.75248 -20.89520 -7.64208
H19 -15.61717 -19.55906 -1.62777
H20 -18.01968 -23.64589 -1.82247
H21 -22.18912 -22.56718 -1.53210
H22 -16.07349 -17.42055 -6.56368
H23 -20.89341 -13.46432 -3.82081
H24 -20.59734 -25.64614 -6.01449
H25 -19.37817 -16.61721 -0.37836
H26 -21.06459 -25.66949 -4.35222
H27 -24.50081 -16.18943 -5.07429
H28 -15.98584 -20.86935 -7.63644
H29 -24.18122 -17.91391 -4.33125
H30 -23.35221 -21.06124 -5.01946
H31 -20.48636 -13.22540 -5.47981
H32 -20.11755 -18.98410 -3.74531
H33 -19.24754 -13.92066 -4.45562
H34 -14.01183 -19.35366 -2.26899
H35 -23.23786 -16.58869 -2.59194
H36 -25.48474 -17.66286 -5.38231
H37 -23.14756 -17.49440 -1.06869
H38 -19.41163 -25.21213 -4.73552
H39 -24.22844 -21.41926 -3.56232
H40 -18.02971 -23.79412 -8.11778
H41 -17.99436 -22.40007 -3.22944
H42 -22.85934 -22.62956 -8.06550

Force components x, y, z for each atom (eV/Å):
O 0.878 1.916 0.661
O -0.928 0.125 -0.049
O 2.103 0.615 0.364
O -0.391 2.154 1.089
O 0.203 0.081 0.011
O 0.780 -0.246 1.131
O 2.413 -0.350 2.126
O -0.669 2.040 -0.722
O 0.074 0.129 -1.884
O 0.450 -1.572 0.801
O -1.468 0.381 0.093
O 0.436 -0.659 -3.551
O 0.199 -0.402 -0.342
O 0.366 -0.192 1.699
O -0.008 0.888 -1.087
O 0.195 -0.762 -0.079
O -1.165 0.363 0.346
O -0.365 1.757 2.006
O 0.634 0.156 0.492
O -0.507 0.556 0.386
O -0.668 1.649 -0.326
O 1.145 -1.733 -2.193
O 0.689 1.307 2.659
O 2.022 -1.834 0.062
O 1.334 0.045 -0.887
O 1.202 -0.680 -0.139
O -1.274 -0.595 1.614
O 0.565 0.747 1.201
N -0.643 0.525 -0.114
N 0.168 -2.094 1.023
N -1.736 1.718 -3.540
N -0.244 -1.217 -1.201
N -2.780 -0.205 2.224
N -1.697 1.025 -2.277
N 2.189 -1.758 0.643
N 0.706 1.219 -1.988
N -1.609 -1.956 1.176
N -2.899 0.681 -0.949
N 0.186 -1.583 -0.084
N 0.889 -2.304 -1.682
N -0.506 -1.863 -1.182
N -1.893 2.805 1.963
C 0.981 0.561 -0.114
C 0.461 -0.533 0.788
C 0.455 -0.498 0.317
C -0.176 -0.543 0.060
C -0.909 -2.016 -0.111
C 0.001 -0.557 0.343
C 0.309 -0.752 -0.151
C 0.699 0.324 0.072
C 2.133 -0.784 0.969
C -0.673 -0.444 2.024
C -0.557 -0.297 0.321
C 0.514 -0.162 0.162
C -0.239 -0.136 -0.258
C 0.223 0.324 -0.259
H -0.031 0.466 0.044
H -0.089 0.147 -0.329
H -0.430 0.212 0.155
H -0.248 0.127 -0.278
H 0.302 0.143 -0.770
H 1.173 0.565 0.395
H -0.574 -0.019 -0.191
H 0.401 0.419 -0.046
H 0.469 -0.039 -0.542
H -0.118 -0.432 0.167
H -0.096 0.140 0.001
H -0.089 -0.145 0.266
H 0.038 -0.038 -0.174
H -0.390 -0.118 -0.249
H 0.116 0.432 -0.030
H -0.075 -0.017 -0.501
H -0.819 0.132 0.309
H 0.069 -0.085 -0.127
H -0.359 0.370 -0.174
H -0.155 0.154 -0.483
H 0.050 0.477 -0.278
H -0.328 -0.344 0.718
H 0.096 -0.493 0.169
H 0.119 0.589 -0.109
H -0.266 -0.123 -0.464
H -0.068 0.335 0.198
H 0.000 -0.163 0.438
H 0.114 0.456 0.130
H 0.652 0.643 -0.104
H -0.215 -0.111 -0.393
H -0.326 -0.721 -0.359
H 0.162 -0.252 -0.072
H -0.230 0.027 0.363
H -0.030 0.527 -0.303
H 0.187 0.079 -0.048
H 0.104 0.342 -0.550
H 0.126 0.086 -0.128
H -0.102 0.613 -0.077
H -0.573 0.232 -0.147
H -0.119 0.265 -0.061
H 0.024 -0.432 0.050
H -0.073 0.184 -0.070

From a Löwdin analysis of the wavefunction, the atomic charges in e read: number 1, O, carries 0.050; number 2, O, carries 0.035; number 3, O, carries 0.026; number 4, O, carries 0.039; number 5, O, carries 0.061; number 6, O, carries 0.059; number 7, O, carries 0.053; number 8, O, carries 0.163; number 9, O, carries 0.017; number 10, O, carries 0.063; number 11, O, carries 0.063; number 12, O, carries 0.083; number 13, O, carries 0.165; number 14, O, carries 0.064; number 15, O, carries 0.091; number 16, O, carries 0.075; number 17, O, carries 0.079; number 18, O, carries 0.040; number 19, O, carries 0.292; number 20, O, carries 0.051; number 21, O, carries 0.040; number 22, O, carries 0.006; number 23, O, carries 0.025; number 24, O, carries 0.071; number 25, O, carries 0.062; number 26, O, carries 0.034; number 27, O, carries 0.162; number 28, O, carries 0.046; number 29, N, carries -0.407; number 30, N, carries -0.367; number 31, N, carries -0.445; number 32, N, carries -0.352; number 33, N, carries -0.381; number 34, N, carries -0.393; number 35, N, carries -0.438; number 36, N, carries -0.335; number 37, N, carries -0.405; number 38, N, carries -0.418; number 39, N, carries -0.385; number 40, N, carries -0.450; number 41, N, carries -0.417; number 42, N, carries -0.399; number 43, C, carries 0.057; number 44, C, carries 0.029; number 45, C, carries 0.087; number 46, C, carries 0.066; number 47, C, carries 0.042; number 48, C, carries 0.071; number 49, C, carries 0.058; number 50, C, carries 0.043; number 51, C, carries 0.010; number 52, C, carries 0.001; number 53, C, carries 0.056; number 54, C, carries 0.035; number 55, C, carries 0.056; number 56, C, carries 0.024; number 57, H, carries 0.091; number 58, H, carries 0.118; number 59, H, carries 0.092; number 60, H, carries 0.062; number 61, H, carries 0.093; number 62, H, carries 0.081; number 63, H, carries 0.066; number 64, H, carries 0.111; number 65, H, carries 0.087; number 66, H, carries 0.090; number 67, H, carries 0.109; number 68, H, carries 0.118; number 69, H, carries 0.101; number 70, H, carries 0.099; number 71, H, carries 0.111; number 72, H, carries 0.103; number 73, H, carries 0.109; number 74, H, carries 0.066; number 75, H, carries 0.072; number 76, H, carries 0.105; number 77, H, carries 0.093; number 78, H, carries 0.095; number 79, H, carries 0.087; number 80, H, carries 0.101; number 81, H, carries 0.103; number 82, H, carries 0.098; number 83, H, carries 0.107; number 84, H, carries 0.110; number 85, H, carries 0.085; number 86, H, carries 0.071; number 87, H, carries 0.104; number 88, H, carries 0.071; number 89, H, carries 0.097; number 90, H, carries 0.100; number 91, H, carries 0.107; number 92, H, carries 0.105; number 93, H, carries 0.111; number 94, H, carries 0.095; number 95, H, carries 0.089; number 96, H, carries 0.095; number 97, H, carries 0.067; number 98, H, carries 0.073